17
Properties=species:S:1:pos:R:3:nbo_charge:R:1 method="wB97M-V/def2-TZVPD" e_above_lowest_ev=3.232 fmax_ha_per_bohr=0.06307 orbital_gap_ev=9.193 total_charge=0 smiles="CC=C=N.CC"
C -1.472 -2.073 -0.331 -0.62
C -1.727 -0.670 -0.796 -0.36
C -0.937 0.361 -0.582 0.30
N -0.635 1.571 -0.830 -0.65
H -2.242 -2.398 0.372 0.21
H -0.505 -2.153 0.167 0.22
H -1.479 -2.770 -1.172 0.21
H -2.651 -0.497 -1.335 0.23
H -1.069 2.277 -0.243 0.37
C 1.548 0.081 0.755 -0.54
C 1.803 1.507 0.525 -0.65
H 2.091 -0.591 0.094 0.21
H 1.588 -0.248 1.790 0.21
H 0.381 -0.075 0.344 0.17
H 0.903 1.821 -0.221 0.26
H 1.640 2.130 1.401 0.20
H 2.762 1.727 0.062 0.22